(1)
The following is a quantum chemistry calculation of a molecular structure, C25H41Cl3GaN3O3Si, from the OMol25 dataset.

Geometry as ORCA input:
```
! wB97M-V def2-TZVPD RIJCOSX def2/J DEFGRID3
* xyz 0 1
C 0.593 4.354 0.980
C 2.035 4.084 0.674
H 0.397 4.088 2.024
H -0.072 3.774 0.343
H 0.347 5.416 0.843
C 3.013 4.651 1.388
C 2.780 5.471 2.631
H 4.075 4.598 1.095
H 2.167 4.906 3.362
H 2.273 6.440 2.453
H 3.750 5.694 3.104
Ga -0.854 1.301 -1.289
Cl -2.901 1.802 -0.733
Cl -0.042 2.740 -2.701
C -0.768 -0.993 -3.023
O -1.024 -0.564 -1.830
N -0.390 -2.246 -3.222
C -0.344 -3.209 -2.103
C 0.017 -2.689 -4.568
H -0.788 -0.324 -3.908
H -1.290 -3.141 -1.535
H 0.480 -2.912 -1.424
H -0.163 -4.214 -2.525
H -0.702 -2.378 -5.333
H 0.116 -3.772 -4.607
H 0.971 -2.255 -4.881
H -5.329 -0.569 4.105
H -2.142 0.462 3.828
C -4.581 -1.327 4.355
C -2.192 -0.607 4.064
N -3.387 -1.228 3.530
H -5.041 -2.305 4.198
C -3.410 -1.646 2.219
O -2.405 -1.904 1.548
H -1.304 -1.113 3.666
H -4.452 -1.710 1.812
H -4.308 -1.188 5.401
H -2.222 -0.696 5.154
O 1.462 1.936 -0.230
C 2.270 3.083 -0.444
C 4.751 2.487 0.033
C 3.708 2.786 -0.840
H 4.541 2.525 1.103
C 6.034 2.187 -0.482
H 1.887 3.648 -1.326
C 3.958 2.812 -2.223
H 6.818 1.932 0.237
C 6.269 2.206 -1.857
C 5.233 2.537 -2.743
H 3.156 3.106 -2.903
H 7.267 1.957 -2.227
H 5.409 2.555 -3.818
Si 1.535 0.147 0.441
Cl -0.085 0.663 1.682
C 3.151 0.017 1.350
C 2.010 -0.304 -1.370
C 1.089 -1.749 0.939
H 3.943 0.210 0.621
H 3.286 -1.009 1.712
H 3.259 0.715 2.181
H 1.258 -1.962 2.029
H 1.701 -2.477 0.400
H 0.028 -2.015 0.765
H 3.039 0.033 -1.492
H 1.429 0.172 -2.164
H 2.001 -1.388 -1.512
C -6.270 -5.013 -0.909
C -5.145 -4.568 -1.607
C -4.568 -3.334 -1.244
N -5.057 -2.598 -0.245
C -6.152 -3.003 0.397
C -6.801 -4.215 0.104
H -6.728 -5.962 -1.149
H -4.691 -5.139 -2.411
H -3.691 -2.941 -1.769
H -6.525 -2.343 1.182
H -7.677 -4.483 0.688
*
```

Kohn-Sham gap = 6.91 eV
E_tot = -4962.109321 Ha

Now the Löwdin charges, all in e:
1. C -0.043
2. C -0.229
3. H 0.084
4. H 0.045
5. H 0.093
6. C -0.123
7. C -0.107
8. H 0.100
9. H 0.077
10. H 0.079
11. H 0.067
12. Ga -0.100
13. Cl 0.198
14. Cl 0.298
15. C -0.208
16. O -0.100
17. N -0.129
18. C 0.018
19. C -0.015
20. H 0.168
21. H 0.097
22. H 0.074
23. H 0.100
24. H 0.096
25. H 0.089
26. H 0.100
27. H 0.083
28. H 0.073
29. C -0.064
30. C -0.076
31. N -0.199
32. H 0.083
33. C -0.305
34. O -0.019
35. H 0.069
36. H 0.102
37. H 0.081
38. H 0.080
39. O -0.389
40. C -0.347
41. C -0.068
42. C -0.170
43. H 0.106
44. C -0.072
45. H 0.087
46. C -0.032
47. H 0.104
48. C -0.101
49. C -0.079
50. H 0.104
51. H 0.099
52. H 0.097
53. Si 0.008
54. Cl 0.459
55. C -0.178
56. C -0.153
57. C -0.295
58. H 0.015
59. H 0.030
60. H 0.036
61. H 0.028
62. H 0.002
63. H -0.014
64. H 0.037
65. H -0.014
66. H 0.015
67. C -0.081
68. C -0.065
69. C -0.130
70. N 0.048
71. C -0.154
72. C -0.062
73. H 0.100
74. H 0.095
75. H 0.094
76. H 0.101
77. H 0.100

=====

(2)
The following is a quantum chemistry calculation of a molecular structure, C25H41Cl3N3O3RuSi, from the OMol25 dataset.

Geometry as ORCA input:
```
! wB97M-V def2-TZVPD RIJCOSX def2/J DEFGRID3
* xyz 0 6
C -1.460 -2.017 -3.629
C -1.038 -2.984 -2.575
H -1.071 -2.279 -4.615
H -1.142 -0.992 -3.399
H -2.557 -2.025 -3.693
C -0.545 -4.208 -2.822
C -0.334 -4.782 -4.177
H -0.316 -4.882 -1.996
H -0.535 -4.080 -4.992
H -1.010 -5.635 -4.306
H 0.682 -5.175 -4.303
Ru -0.210 0.298 -0.291
Cl -2.418 0.368 -0.047
Cl 0.156 1.160 -2.323
H 0.637 4.628 3.136
H -1.354 5.780 2.161
C 0.971 4.346 2.129
C -1.002 5.487 1.162
N -0.186 4.280 1.242
H 1.467 3.377 2.153
C -0.507 3.158 0.591
O 0.185 2.099 0.729
H -1.868 5.305 0.525
H -1.396 3.182 -0.058
H 1.665 5.117 1.768
H -0.429 6.326 0.745
H 1.653 -1.586 -3.558
H 2.452 -3.811 -2.013
C 2.544 -1.113 -3.117
C 3.301 -3.121 -1.877
N 2.848 -1.738 -1.838
H 2.372 -0.039 -3.002
C 2.810 -1.087 -0.661
O 2.195 -0.017 -0.430
H 3.799 -3.352 -0.927
H 3.390 -1.604 0.138
H 3.392 -1.297 -3.790
H 4.000 -3.265 -2.709
O -0.133 -1.557 -0.979
C -1.193 -2.466 -1.150
C 0.115 -4.080 0.295
C -1.114 -3.512 -0.028
H 1.010 -3.748 -0.250
C 0.184 -5.068 1.284
H -2.154 -1.922 -1.087
C -2.288 -3.911 0.625
H 1.151 -5.497 1.545
C -0.991 -5.493 1.912
C -2.223 -4.927 1.581
H -3.227 -3.424 0.347
H -0.940 -6.281 2.655
H -3.142 -5.271 2.055
Si -0.320 4.002 -4.611
Cl -0.413 2.026 -5.304
C 1.490 4.469 -4.543
C -1.483 4.234 -3.173
C -0.899 5.104 -6.035
H 2.110 3.647 -4.168
H 1.663 5.366 -3.933
H 1.803 4.706 -5.573
H -0.189 4.996 -6.862
H -0.929 6.159 -5.736
H -1.890 4.803 -6.385
H -1.331 3.467 -2.408
H -2.515 4.172 -3.542
H -1.352 5.230 -2.728
C 0.284 -1.658 4.292
C -0.652 -0.644 4.100
C -0.842 -0.096 2.830
N -0.095 -0.486 1.771
C 0.804 -1.465 1.963
C 1.006 -2.077 3.190
H 0.431 -2.126 5.262
H -1.258 -0.270 4.919
H -1.609 0.656 2.638
H 1.391 -1.770 1.098
H 1.731 -2.890 3.223
*
```

Kohn-Sham gap (alpha / beta) = 6.33 / 7.94 eV
E_tot = -3132.192871 Ha

Now the Löwdin charges, all in e:
1. C -0.047
2. C -0.235
3. H 0.063
4. H 0.034
5. H 0.096
6. C -0.122
7. C -0.102
8. H 0.099
9. H 0.059
10. H 0.075
11. H 0.069
12. Ru 1.027
13. Cl 0.015
14. Cl 0.039
15. H 0.096
16. H 0.094
17. C -0.021
18. C -0.038
19. N -0.172
20. H 0.089
21. C -0.268
22. O -0.232
23. H 0.090
24. H 0.113
25. H 0.099
26. H 0.095
27. H 0.093
28. H 0.082
29. C -0.044
30. C -0.046
31. N -0.168
32. H 0.039
33. C -0.320
34. O -0.149
35. H 0.088
36. H 0.140
37. H 0.091
38. H 0.089
39. O -0.414
40. C -0.389
41. C -0.077
42. C -0.175
43. H 0.101
44. C -0.087
45. H 0.069
46. C -0.018
47. H 0.100
48. C -0.103
49. C -0.084
50. H 0.118
51. H 0.094
52. H 0.099
53. Si 0.106
54. Cl 0.256
55. C -0.219
56. C -0.221
57. C -0.230
58. H 0.021
59. H 0.031
60. H 0.031
61. H 0.024
62. H 0.032
63. H 0.023
64. H -0.041
65. H 0.040
66. H 0.030
67. C -0.058
68. C -0.055
69. C -0.135
70. N -0.072
71. C -0.127
72. C -0.053
73. H 0.110
74. H 0.103
75. H 0.082
76. H 0.071
77. H 0.112

=====

(3)
The following is a quantum chemistry calculation of a molecular structure, C25H41Cl3N3O3SSiYb, from the OMol25 dataset.

Geometry as ORCA input:
```
! wB97M-V def2-TZVPD RIJCOSX def2/J DEFGRID3
* xyz 0 2
C -1.404 -2.123 -2.673
C -0.973 -3.163 -1.722
H -1.116 -2.375 -3.701
H -0.979 -1.128 -2.400
H -2.505 -2.016 -2.632
C -0.497 -4.372 -1.968
C -0.326 -4.973 -3.327
H -0.224 -5.044 -1.141
H -0.562 -4.275 -4.148
H -0.970 -5.862 -3.445
H 0.710 -5.329 -3.470
Yb 0.050 0.041 0.765
Cl -2.374 0.075 1.354
Cl -0.244 1.236 -1.365
H 0.719 4.461 3.980
H -1.382 5.423 2.766
C 1.075 4.142 2.985
C -0.936 5.058 1.828
N -0.072 3.944 2.102
H 1.644 3.210 3.068
C -0.291 2.765 1.559
O 0.499 1.827 1.848
H -1.729 4.728 1.145
H -1.151 2.661 0.881
H 1.714 4.944 2.577
H -0.360 5.872 1.363
H 1.536 -1.787 -2.590
H 2.468 -3.834 -1.427
C 2.346 -1.168 -2.149
C 3.300 -3.183 -1.087
N 2.837 -1.816 -0.951
H 1.941 -0.173 -1.896
C 2.711 -1.290 0.263
O 2.269 -0.126 0.472
H 3.669 -3.551 -0.111
H 3.024 -1.921 1.103
H 3.171 -1.090 -2.881
H 4.118 -3.232 -1.827
O 0.010 -2.010 -0.134
C -1.028 -2.668 -0.254
C 0.175 -4.194 1.372
C -1.026 -3.783 0.816
H 1.099 -3.675 1.095
C 0.176 -5.236 2.302
H -1.987 -2.110 -0.135
C -2.231 -4.378 1.170
H 1.123 -5.556 2.736
C -1.021 -5.857 2.663
C -2.227 -5.419 2.093
H -3.158 -4.030 0.711
H -1.019 -6.676 3.382
H -3.167 -5.893 2.374
Si -0.350 4.760 -5.000
Cl -0.597 3.379 -6.506
C 1.468 4.795 -4.552
C -1.399 4.224 -3.557
C -0.907 6.428 -5.662
H 1.801 3.800 -4.204
H 1.663 5.522 -3.744
H 2.086 5.077 -5.423
H -0.309 6.726 -6.543
H -0.799 7.216 -4.894
H -1.969 6.395 -5.968
H -1.090 3.225 -3.190
H -2.467 4.170 -3.841
H -1.309 4.933 -2.712
S 0.438 -1.555 2.993
C 0.026 -0.428 4.160
N -1.153 -0.598 4.875
C -1.476 0.200 5.931
C -0.619 1.209 6.301
C 0.582 1.430 5.605
C 0.909 0.624 4.543
H -1.764 -1.368 4.581
H -2.397 -0.019 6.437
H -0.874 1.834 7.146
H 1.254 2.215 5.899
H 1.827 0.730 3.982
*
```

Kohn-Sham gap (alpha / beta) = 6.87 / 6.86 eV
E_tot = -4594.420021 Ha

Now the Löwdin charges, all in e:
1. C -0.055
2. C -0.242
3. H 0.067
4. H 0.029
5. H 0.098
6. C -0.133
7. C -0.108
8. H 0.110
9. H 0.061
10. H 0.073
11. H 0.065
12. Yb 0.944
13. Cl -0.120
14. Cl -0.007
15. H 0.099
16. H 0.099
17. C -0.010
18. C -0.033
19. N -0.167
20. H 0.084
21. C -0.319
22. O -0.212
23. H 0.102
24. H 0.086
25. H 0.103
26. H 0.100
27. H 0.100
28. H 0.097
29. C -0.029
30. C -0.036
31. N -0.168
32. H 0.033
33. C -0.306
34. O -0.180
35. H 0.096
36. H 0.137
37. H 0.101
38. H 0.096
39. O -0.320
40. C -0.586
41. C -0.123
42. C -0.196
43. H 0.087
44. C -0.098
45. H 0.086
46. C -0.033
47. H 0.097
48. C -0.106
49. C -0.092
50. H 0.120
51. H 0.092
52. H 0.094
53. Si 0.058
54. Cl 0.310
55. C -0.224
56. C -0.229
57. C -0.228
58. H 0.034
59. H 0.033
60. H 0.032
61. H 0.031
62. H 0.032
63. H 0.032
64. H -0.023
65. H 0.037
66. H 0.033
67. S 0.723
68. C -0.728
69. N 0.073
70. C -0.055
71. C -0.067
72. C -0.055
73. C -0.099
74. H 0.158
75. H 0.125
76. H 0.104
77. H 0.109
78. H 0.108

=====

The highest E_tot belongs to which entry? C25H41Cl3N3O3RuSi

=====

Which of these has the lowest E_tot? C25H41Cl3GaN3O3Si